(1)
The molecule C13H14Si at a distorted geometry, computed with ωB97M-V/def2-TZVPD.

Values from the calculation:
* total energy: -21584.838 eV
* energy above the lowest of the compared OMol25 structures with the same formula, charge and spin: 0.00 kcal per mole
* HOMO: -8.74 eV
* SMILES: [SiH3]C(c1ccccc1)c1ccccc1
* frontier orbital gap: 9.628 eV
* E_LUMO: 0.03280 Ha
* multiplicity: 1

Bonds (Å) are listed after each position.
Positions of all 28 atoms, in Å:
1 Si -0.215 2.689 0.048  C14 1.906, H16 1.466, H20 1.462, H23 1.464
2 C -3.520 -0.720 -0.755  C7 1.383, C10 1.385, H22 1.081
3 C 3.622 0.108 0.548  C9 1.384, C11 1.389, H27 1.080
4 C 1.410 0.186 -0.318  C11 1.374, C13 1.382, C14 1.804
5 C -1.390 -0.363 0.975  C8 1.391, C12 1.382, H26 1.081
6 C 2.644 -1.859 -0.411  C9 1.384, C13 1.383, H17 1.080
7 C -2.385 -0.056 -1.181  C2 1.383, C8 1.392, H28 1.082
8 C -1.308 0.136 -0.320  C5 1.391, C7 1.392, C14 1.476
9 C 3.714 -1.229 0.201  C3 1.384, C6 1.384, H24 1.081
10 C -3.594 -1.207 0.540  C2 1.385, C12 1.385, H25 1.078
11 C 2.462 0.827 0.291  C3 1.389, C4 1.374, H19 1.079
12 C -2.521 -1.032 1.399  C5 1.382, C10 1.385, H21 1.081
13 C 1.487 -1.148 -0.672  C4 1.382, C6 1.383, H18 1.080
14 C -0.161 0.959 -0.751  Si1 1.906, C4 1.804, C8 1.476, H15 1.089
15 H -0.096 1.023 -1.836  C14 1.089
16 H 0.833 3.527 -0.543  Si1 1.466
17 H 2.710 -2.902 -0.685  C6 1.080
18 H 0.647 -1.632 -1.147  C13 1.080
19 H 2.407 1.868 0.570  C11 1.079
20 H -1.515 3.311 -0.197  Si1 1.462
21 H -2.574 -1.408 2.412  C12 1.081
22 H -4.354 -0.855 -1.430  C2 1.081
23 H -0.004 2.560 1.491  Si1 1.464
24 H 4.619 -1.782 0.407  C9 1.081
25 H -4.480 -1.716 0.881  C10 1.078
26 H -0.556 -0.215 1.647  C5 1.081
27 H 4.458 0.596 1.026  C3 1.080
28 H -2.339 0.333 -2.189  C7 1.082

In the Mulliken picture, each atom carries the following charge in e: atom 1 (Si): 0.5932, atom 2 (C): -0.5240, atom 3 (C): -0.6248, atom 4 (C): 0.3885, atom 5 (C): -0.0304, atom 6 (C): -0.5804, atom 7 (C): -0.4866, atom 8 (C): 0.1945, atom 9 (C): -0.4460, atom 10 (C): -0.4121, atom 11 (C): -0.3605, atom 12 (C): -0.6951, atom 13 (C): -0.4245, atom 14 (C): -0.3049, atom 15 (H): 0.5333, atom 16 (H): -0.1562, atom 17 (H): 0.3716, atom 18 (H): 0.3823, atom 19 (H): 0.2476, atom 20 (H): -0.2082, atom 21 (H): 0.3808, atom 22 (H): 0.3873, atom 23 (H): -0.1209, atom 24 (H): 0.3792, atom 25 (H): 0.3866, atom 26 (H): 0.4222, atom 27 (H): 0.3676, atom 28 (H): 0.3400


(2)
The molecule C6H10O at a distorted geometry, computed with ωB97M-V/def2-TZVPD.

Values from the calculation:
* total energy: -8428.889 eV
* energy above the lowest of the compared OMol25 structures with the same formula, charge and spin: 54.23 kcal per mole
* HOMO: -9.14 eV
* SMILES: C[C@H]1CC=CCO1
* frontier orbital gap: 10.210 eV
* E_LUMO: 0.03934 Ha
* multiplicity: 1

Bonds (Å) are listed after each position.
Positions of all 17 atoms, in Å:
1 O -0.124 1.276 0.309  C4 1.672, C5 1.406
2 C 1.888 0.103 -0.230  C3 1.330, C5 1.491, H17 1.085
3 C 1.312 -1.080 -0.034  C2 1.330, C7 1.507, H8 1.085
4 C -0.927 -0.150 0.652  O1 1.672, C6 1.492, C7 1.515, H12 1.090
5 C 1.166 1.407 -0.236  O1 1.406, C2 1.491, H9 1.114, H10 1.105
6 C -2.155 0.255 -0.093  C4 1.492, H11 1.094, H13 1.096, H15 1.160
7 C -0.161 -1.350 0.134  C3 1.507, C4 1.515, H14 1.101, H16 1.100
8 H 1.943 -1.963 -0.040  C3 1.085
9 H 1.141 1.811 -1.275  C5 1.114
10 H 1.734 2.156 0.345  C5 1.105
11 H -3.001 0.620 0.496  C6 1.094
12 H -0.971 -0.084 1.739  C4 1.090
13 H -2.465 -0.393 -0.920  C6 1.096
14 H -0.572 -1.676 -0.834  C7 1.101
15 H -1.470 1.126 -0.436  C6 1.160
16 H -0.296 -2.208 0.809  C7 1.100
17 H 2.960 0.151 -0.387  C2 1.085

In the Mulliken picture, each atom carries the following charge in e: atom 1 (O): -0.5154, atom 2 (C): -0.3308, atom 3 (C): -0.4060, atom 4 (C): 0.3504, atom 5 (C): -0.3232, atom 6 (C): -1.1216, atom 7 (C): -0.7093, atom 8 (H): 0.3418, atom 9 (H): 0.2378, atom 10 (H): 0.2840, atom 11 (H): 0.2917, atom 12 (H): 0.3226, atom 13 (H): 0.2737, atom 14 (H): 0.2809, atom 15 (H): 0.3312, atom 16 (H): 0.3439, atom 17 (H): 0.3484


(3)
A cluster of 2 separate species, C2H9N2O in total, computed with ωB97M-V/def2-TZVPD.

Values from the calculation:
* total energy: -7247.238 eV
* energy above the lowest of the compared OMol25 structures with the same formula, charge and spin: 8.45 kcal per mole
* HOMO: -2.66 eV
* net charge: -1
* frontier orbital gap: 7.278 eV
* E_LUMO: 0.16974 Ha
* multiplicity: 1

Bonds (Å) are listed after each position.
Positions of all 14 atoms, in Å:
1 O 1.031 -0.976 -0.880  C5 1.367
2 N 0.250 0.160 1.682  C4 1.477, H7 1.018, H9 1.044
3 N -0.501 1.658 -0.159  C4 1.460, H10 1.013, H12 1.024
4 C 0.094 1.537 1.169  N2 1.477, N3 1.460, H8 1.100, H11 1.092
5 C 0.140 -1.816 -1.489  O1 1.367, H6 1.114, H13 1.112, H14 1.123
6 H 0.344 -2.119 -2.542  C5 1.114
7 H -0.664 -0.261 1.531  N2 1.018
8 H -0.553 2.025 1.913  C4 1.100
9 H 0.846 -0.317 0.970  N2 1.044
10 H -1.360 1.121 -0.130  N3 1.013
11 H 1.070 2.027 1.171  C4 1.092
12 H 0.122 1.115 -0.765  N3 1.024
13 H 0.077 -2.766 -0.916  C5 1.112
14 H -0.895 -1.387 -1.557  C5 1.123

In the Mulliken picture, each atom carries the following charge in e: atom 1 (O): -0.8734, atom 2 (N): -0.7701, atom 3 (N): -0.7217, atom 4 (C): -0.4785, atom 5 (C): -0.6302, atom 6 (H): 0.2079, atom 7 (H): 0.2307, atom 8 (H): 0.3243, atom 9 (H): 0.4553, atom 10 (H): 0.2621, atom 11 (H): 0.3263, atom 12 (H): 0.3553, atom 13 (H): 0.1638, atom 14 (H): 0.1481


(4)
The molecule C4H4BrNO at a distorted geometry, computed with ωB97M-V/def2-TZVPD.

Values from the calculation:
* total energy: -77791.307 eV
* energy above the lowest of the compared OMol25 structures with the same formula, charge and spin: 25.94 kcal per mole
* HOMO: -8.72 eV
* SMILES: Cc1coc(Br)n1
* frontier orbital gap: 9.389 eV
* E_LUMO: 0.02467 Ha
* multiplicity: 1

Bonds (Å) are listed after each position.
Positions of all 11 atoms, in Å:
1 Br 3.025 -0.992 2.054  C5 1.869
2 O 0.344 -0.311 1.878  C5 1.327, C7 1.394
3 N 1.249 -0.387 -0.232  C5 1.425, C6 1.374
4 C -0.791 0.391 -1.492  C6 1.445, H8 1.103, H9 1.093, H10 1.190
5 C 1.428 -0.596 1.166  Br1 1.869, O2 1.327, N3 1.425
6 C -0.064 0.013 -0.302  N3 1.374, C4 1.445, C7 1.406
7 C -0.632 0.118 0.980  O2 1.394, C6 1.406, H11 1.059
8 H -0.133 0.158 -2.345  C4 1.103
9 H -1.217 1.385 -1.652  C4 1.093
10 H -1.704 -0.368 -1.409  C4 1.190
11 H -1.504 0.588 1.354  C7 1.059

In the Mulliken picture, each atom carries the following charge in e: atom 1 (Br): -0.1021, atom 2 (O): -0.2533, atom 3 (N): -0.5600, atom 4 (C): -1.0228, atom 5 (C): 0.3406, atom 6 (C): 0.8426, atom 7 (C): -0.4727, atom 8 (H): 0.2943, atom 9 (H): 0.3095, atom 10 (H): 0.2361, atom 11 (H): 0.3877


(5)
The molecule C2H6N2O at a distorted geometry, computed with ωB97M-V/def2-TZVPD.

Values from the calculation:
* total energy: -7196.902 eV
* energy above the lowest of the compared OMol25 structures with the same formula, charge and spin: 66.54 kcal per mole
* HOMO: -8.83 eV
* SMILES: CO/C=N/N
* frontier orbital gap: 9.966 eV
* E_LUMO: 0.04170 Ha
* multiplicity: 1

Bonds (Å) are listed after each position.
Positions of all 11 atoms, in Å:
1 O -1.237 0.584 -0.317  C4 1.338, C5 1.471
2 N 1.353 -1.007 1.539  N3 1.443, H6 1.051, H7 0.971
3 N 0.604 -0.644 0.360  N2 1.443, C4 1.275
4 C -0.394 0.110 0.607  O1 1.338, N3 1.275, H9 1.112
5 C -0.572 0.875 -1.597  O1 1.471, H8 1.083, H10 1.081, H11 1.121
6 H 1.837 -1.837 1.114  N2 1.051
7 H 0.722 -1.314 2.210  N2 0.971
8 H -0.371 -0.128 -1.951  C5 1.083
9 H -0.764 0.360 1.625  C4 1.112
10 H 0.211 1.601 -1.429  C5 1.081
11 H -1.388 1.398 -2.161  C5 1.121

In the Mulliken picture, each atom carries the following charge in e: atom 1 (O): -0.3399, atom 2 (N): -0.5839, atom 3 (N): -0.2484, atom 4 (C): 0.1446, atom 5 (C): -0.6169, atom 6 (H): 0.2826, atom 7 (H): 0.2482, atom 8 (H): 0.2948, atom 9 (H): 0.3175, atom 10 (H): 0.2939, atom 11 (H): 0.2075


(6)
The molecule C3H6N2 at a distorted geometry, computed with ωB97M-V/def2-TZVPD.

Values from the calculation:
* total energy: -6186.192 eV
* energy above the lowest of the compared OMol25 structures with the same formula, charge and spin: 54.26 kcal per mole
* HOMO: -9.65 eV
* SMILES: C[C@@H](N)C#N
* frontier orbital gap: 10.475 eV
* E_LUMO: 0.03016 Ha
* multiplicity: 1

Bonds (Å) are listed after each position.
Positions of all 11 atoms, in Å:
1 N -0.885 -0.852 0.480  C3 1.522, H6 1.014, H9 1.009
2 N -1.009 2.536 -0.133  C5 1.154
3 C -0.126 0.084 -0.449  N1 1.522, C4 1.533, C5 1.471, H7 1.093
4 C 1.305 -0.191 0.028  C3 1.533, H8 1.106, H10 1.109, H11 1.284
5 C -0.609 1.465 -0.295  N2 1.154, C3 1.471
6 H -1.263 -0.405 1.308  N1 1.014
7 H -0.292 -0.242 -1.479  C3 1.093
8 H 1.810 0.683 0.480  C4 1.106
9 H -1.546 -1.510 0.093  N1 1.009
10 H 1.971 -0.547 -0.784  C4 1.109
11 H 0.644 -1.021 0.751  C4 1.284

In the Mulliken picture, each atom carries the following charge in e: atom 1 (N): -0.6123, atom 2 (N): -0.3974, atom 3 (C): 0.3948, atom 4 (C): -0.9950, atom 5 (C): 0.0484, atom 6 (H): 0.2491, atom 7 (H): 0.2866, atom 8 (H): 0.2799, atom 9 (H): 0.1958, atom 10 (H): 0.2191, atom 11 (H): 0.3310


(7)
The molecule C4H5NO at a distorted geometry, computed with ωB97M-V/def2-TZVPD.

Values from the calculation:
* total energy: -7761.824 eV
* energy above the lowest of the compared OMol25 structures with the same formula, charge and spin: 108.44 kcal per mole
* HOMO: -9.73 eV
* SMILES: C=C(C#N)OC
* frontier orbital gap: 9.866 eV
* E_LUMO: 0.00500 Ha
* multiplicity: 1

Bonds (Å) are listed after each position.
Positions of all 11 atoms, in Å:
1 O -0.855 0.819 -0.308  C4 1.557, C5 1.464
2 N 0.597 -1.433 1.376  C6 1.250
3 C 1.106 0.234 -1.850  C5 1.321, H7 0.972, H11 1.164
4 C -1.350 0.576 1.147  O1 1.557, H8 1.215, H9 1.123, H10 1.169
5 C 0.335 0.110 -0.785  O1 1.464, C3 1.321, C6 1.450
6 C 0.671 -0.659 0.397  N2 1.250, C5 1.450
7 H 1.844 -0.394 -1.921  C3 0.972
8 H -0.336 1.166 1.463  C4 1.215
9 H -1.487 -0.501 1.438  C4 1.123
10 H -2.386 1.118 1.164  C4 1.169
11 H 0.453 0.527 -2.769  C3 1.164

In the Mulliken picture, each atom carries the following charge in e: atom 1 (O): -0.3927, atom 2 (N): -0.5111, atom 3 (C): -0.8364, atom 4 (C): -0.5863, atom 5 (C): 0.6752, atom 6 (C): 0.2263, atom 7 (H): 0.3834, atom 8 (H): 0.3603, atom 9 (H): 0.2586, atom 10 (H): 0.1759, atom 11 (H): 0.2467


(8)
The molecule C7H10 at a distorted geometry, computed with ωB97M-V/def2-TZVPD.

Values from the calculation:
* total energy: -7417.421 eV
* energy above the lowest of the compared OMol25 structures with the same formula, charge and spin: 83.34 kcal per mole
* HOMO: -7.92 eV
* SMILES: C=C/C=C/C(=C)C
* frontier orbital gap: 8.419 eV
* E_LUMO: 0.01844 Ha
* multiplicity: 1

Bonds (Å) are listed after each position.
Positions of all 17 atoms, in Å:
1 C 1.323 0.503 2.996  C2 1.356, H16 1.084, H17 1.089
2 C 1.428 -0.291 1.901  C1 1.356, C3 1.467, H13 1.085
3 C 0.272 -0.254 0.999  C2 1.467, C4 1.324, H9 1.088
4 C 0.350 -0.102 -0.314  C3 1.324, C7 1.494, H15 1.085
5 C -0.388 0.207 -2.708  C7 1.500, H8 1.089, H10 1.094, H12 1.093
6 C -2.037 -0.235 -0.876  C7 1.336, H11 1.085, H14 1.084
7 C -0.788 0.022 -1.274  C4 1.494, C5 1.500, C6 1.336
8 H -0.562 -0.669 -3.332  C5 1.089
9 H -0.673 -0.151 1.530  C3 1.088
10 H 0.666 0.484 -2.806  C5 1.094
11 H -2.786 -0.754 -1.464  C6 1.085
12 H -0.825 1.104 -3.153  C5 1.093
13 H 2.196 -1.053 1.982  C2 1.085
14 H -2.288 -0.253 0.178  C6 1.084
15 H 1.316 0.019 -0.792  C4 1.085
16 H 0.522 0.596 3.720  C1 1.084
17 H 2.276 0.828 3.412  C1 1.089

In the Mulliken picture, each atom carries the following charge in e: atom 1 (C): -0.7442, atom 2 (C): -0.3686, atom 3 (C): -0.1937, atom 4 (C): -0.3139, atom 5 (C): -1.2090, atom 6 (C): -0.8121, atom 7 (C): 0.8807, atom 8 (H): 0.2788, atom 9 (H): 0.1705, atom 10 (H): 0.3337, atom 11 (H): 0.2576, atom 12 (H): 0.3138, atom 13 (H): 0.3588, atom 14 (H): 0.2567, atom 15 (H): 0.2637, atom 16 (H): 0.2641, atom 17 (H): 0.2631